ORCA calculation (the ωB97M-V functional and the def2-TZVPD basis) on a structure of composition C27H16Br3CuN14O in a non-equilibrium geometry.

The geometry in ORCA input format:
```
! wB97M-V def2-TZVPD RIJCOSX def2/J DEFGRID3
* xyz -1 2
Cu -0.877 0.979 1.338
Br 0.253 6.838 4.667
C -0.044 5.241 3.703
C -0.836 5.219 2.533
C -1.051 4.044 1.860
N -0.597 2.867 2.339
C 0.232 2.853 3.366
C 0.558 4.035 4.103
C 0.807 1.503 3.725
C 1.648 1.358 4.844
C 2.249 0.113 5.070
Br 3.454 -0.098 6.547
C 2.013 -0.954 4.209
C 1.242 -0.698 3.064
N 0.652 0.468 2.848
H -1.266 6.144 2.124
H -1.521 3.987 0.865
H 1.236 3.922 4.963
H 1.749 2.171 5.544
H 2.277 -1.953 4.550
H 1.138 -1.500 2.304
N -3.700 -0.150 2.470
C -3.841 1.040 1.838
N -4.962 1.793 1.842
N -4.657 2.793 1.025
N -3.409 2.806 0.696
N -2.885 1.602 1.152
C -2.793 -1.091 2.121
N -2.842 -2.373 2.556
N -1.746 -2.929 2.102
N -0.976 -2.085 1.506
N -1.664 -0.861 1.439
H -4.533 -0.522 2.975
Br 0.579 -6.918 -2.926
C 1.182 -5.504 -4.045
C 2.442 -4.942 -3.703
C 2.746 -3.696 -4.147
C 1.780 -3.060 -4.987
C 0.694 -3.757 -5.595
C 0.370 -4.989 -5.082
N 1.613 -1.700 -5.035
N 2.389 -1.081 -4.142
C 1.855 -0.098 -3.330
C 2.796 0.601 -2.509
C 2.431 1.291 -1.384
C 1.068 1.227 -0.944
O 0.750 1.627 0.220
C 0.085 0.700 -1.903
N -1.177 0.829 -1.481
C -2.156 0.271 -2.204
C -1.875 -0.356 -3.393
C -0.574 -0.450 -3.822
C 0.495 0.038 -3.082
H 3.098 -5.567 -3.002
H 3.583 -3.056 -3.842
H 0.096 -3.197 -6.333
H -0.456 -5.561 -5.466
H 3.829 0.535 -2.877
H 3.122 1.812 -0.713
H -3.130 0.278 -1.775
H -2.631 -0.876 -3.979
H -0.311 -0.963 -4.803
*
```

Properties
HOMO level (spin up / spin down)   -4.38 / -4.05 eV
Calculated total energy   -11242.82915 Eh
Frontier orbital gap (spin up / spin down)   5.4 / 5.0 eV
⟨S²⟩   1.0403
F_max   3.08 eV Å⁻¹

ORCA calculation (the ωB97M-V functional and the def2-TZVPD basis) on a cluster of 9 separate species, C18H54O9S9 in total in a non-equilibrium geometry.

The geometry in ORCA input format:
```
! wB97M-V def2-TZVPD RIJCOSX def2/J DEFGRID3
* xyz 0 1
C 14.230 15.424 8.692
S 12.433 15.213 8.936
O 11.711 16.490 8.840
C 12.042 14.363 7.426
H 14.482 16.000 7.821
H 14.675 14.422 8.671
H 14.470 15.947 9.621
H 12.376 15.135 6.735
H 10.990 14.302 7.280
H 12.579 13.401 7.245
C 8.803 16.557 8.086
S 7.755 16.508 9.516
O 8.459 15.674 10.508
C 7.976 18.110 10.249
H 8.895 15.480 7.872
H 9.734 16.987 8.411
H 8.272 17.120 7.325
H 7.288 18.980 10.006
H 8.996 18.485 10.146
H 7.766 17.902 11.324
C 9.878 13.851 17.530
S 8.166 13.394 17.163
O 8.177 11.982 16.679
C 7.564 13.131 18.835
H 9.819 14.868 18.046
H 10.435 13.907 16.614
H 10.377 13.127 18.200
H 8.275 12.519 19.329
H 6.634 12.588 18.766
H 7.393 14.055 19.399
C 10.891 14.555 12.474
S 10.870 12.970 11.459
O 11.384 11.943 12.386
C 9.114 12.664 11.410
H 10.307 15.377 12.011
H 11.931 14.934 12.616
H 10.400 14.249 13.413
H 8.997 11.708 10.828
H 8.661 13.546 10.960
H 8.847 12.654 12.498
C 14.506 13.160 12.563
S 16.120 12.410 12.431
O 17.035 13.477 11.941
C 16.323 12.246 14.265
H 13.737 12.480 12.994
H 14.213 13.371 11.563
H 14.563 14.066 13.175
H 16.324 13.200 14.776
H 17.295 11.815 14.433
H 15.543 11.604 14.584
C 10.439 10.152 15.644
S 11.839 8.991 15.802
O 13.066 9.720 16.120
C 11.442 8.173 17.429
H 10.221 10.680 16.580
H 9.473 9.678 15.443
H 10.632 10.846 14.791
H 12.119 7.343 17.441
H 10.462 7.751 17.337
H 11.430 9.027 18.138
C 8.222 11.173 7.984
S 8.609 11.895 6.403
O 8.535 13.407 6.680
C 10.273 11.412 6.189
H 8.923 11.483 8.772
H 8.169 10.061 7.887
H 7.196 11.526 8.089
H 10.668 11.973 5.378
H 10.356 10.349 5.907
H 10.804 11.656 7.142
C 11.290 7.882 9.580
S 11.734 9.396 10.523
O 10.761 10.466 10.112
C 10.929 8.845 12.084
H 11.783 7.088 10.208
H 11.743 7.925 8.609
H 10.179 7.873 9.663
H 11.396 7.953 12.505
H 9.956 8.692 11.624
H 10.885 9.768 12.698
C 11.137 18.233 14.346
S 11.782 17.903 15.998
O 10.674 17.568 16.880
C 12.557 16.331 15.489
H 10.441 19.110 14.366
H 10.651 17.307 14.011
H 11.982 18.507 13.685
H 13.394 16.662 14.854
H 11.855 15.699 14.886
H 12.943 15.885 16.408
*
```

Properties
HOMO level   -8.31 eV
Calculated total energy   -4978.71791 Eh
Frontier orbital gap   8.6 eV
F_max   2.53 eV Å⁻¹

ORCA calculation (the ωB97M-V functional and the def2-TZVPD basis) on an isolated molecule of C5H10O.

The geometry in ORCA input format:
```
! wB97M-V def2-TZVPD RIJCOSX def2/J DEFGRID3
* xyz 0 1
C -0.447 1.408 -0.382
C -0.101 0.056 0.220
C 0.534 0.145 1.590
C -1.035 -1.049 -0.229
C 0.383 -1.026 -0.707
O 0.723 -0.693 -2.021
H 0.383 2.121 -0.314
H -0.737 1.324 -1.433
H -1.294 1.843 0.164
H 0.692 -0.841 2.037
H -0.050 0.759 2.286
H 1.519 0.623 1.482
H -1.312 -1.845 0.459
H -1.815 -0.763 -0.930
H 0.993 -1.838 -0.301
H 1.564 -0.224 -1.921
*
```

Properties
SMILES   CC1(C)C[C@H]1O
HOMO level   -9.45 eV
Calculated total energy   -271.71107 Eh
Frontier orbital gap   10.3 eV
F_max   0.47 eV Å⁻¹

ORCA calculation (the ωB97M-V functional and the def2-TZVPD basis) on a structure of composition C31H30Cl2N3O3Pt.

The geometry in ORCA input format:
```
! wB97M-V def2-TZVPD RIJCOSX def2/J DEFGRID3
* xyz 1 5
Pt -0.244 -0.339 -0.856
O 1.076 1.017 1.536
C 1.179 0.729 2.878
C 1.418 -2.244 1.811
O 2.273 -2.372 2.573
O 0.552 -2.129 1.036
C 0.099 0.128 3.581
C 0.247 -0.344 4.909
C -0.797 -0.964 5.564
C -2.021 -1.165 4.930
C -2.181 -0.735 3.618
C -1.149 -0.102 2.953
C 2.496 1.046 3.447
C 3.660 0.681 2.769
C 4.909 1.008 3.272
C 5.016 1.719 4.459
C 3.867 2.100 5.138
C 2.617 1.763 4.641
H 0.193 1.346 1.312
H 1.198 -0.234 5.410
H -0.655 -1.298 6.584
H -2.832 -1.657 5.450
H -3.127 -0.892 3.113
H -1.306 0.212 1.930
H 3.579 0.107 1.854
H 5.803 0.698 2.746
H 5.990 1.986 4.850
H 3.941 2.676 6.051
H 1.722 2.089 5.157
C -1.594 -4.279 -2.206
C -1.007 -3.267 -1.445
N -0.565 -2.140 -1.979
C -0.692 -1.954 -3.316
C -1.236 -2.932 -4.155
C -1.700 -4.118 -3.562
C -1.303 -2.692 -5.569
C -0.865 -1.532 -6.098
C -0.334 -0.497 -5.259
C 0.138 0.731 -5.756
C 0.610 1.680 -4.887
C 0.591 1.408 -3.513
N 0.177 0.256 -3.034
C -0.265 -0.701 -3.877
H -1.947 -5.174 -1.714
H -0.878 -3.379 -0.377
H -2.144 -4.888 -4.181
H -1.707 -3.472 -6.203
H -0.914 -1.360 -7.166
H 0.119 0.915 -6.823
H 0.993 2.628 -5.238
H 0.916 2.146 -2.791
Cl 3.914 1.571 -2.349
C 3.672 0.723 -0.819
Cl 2.680 -0.744 -1.020
H 3.153 1.376 -0.128
H 4.639 0.412 -0.447
C -2.560 2.725 -1.605
C -2.608 1.609 -0.546
C -3.239 2.155 0.744
C -3.456 0.441 -1.076
N -1.259 1.192 -0.290
H -3.575 3.024 -1.867
H -2.053 2.369 -2.505
H -2.024 3.593 -1.220
H -4.244 2.517 0.527
H -2.649 2.980 1.145
H -3.308 1.375 1.504
H -4.495 0.759 -1.181
H -3.418 -0.400 -0.381
H -3.088 0.115 -2.050
*
```

Properties
HOMO level (spin up / spin down)   -8.68 / -11.25 eV
Calculated total energy   -2628.71133 Eh
Frontier orbital gap (spin up / spin down)   5.2 / 7.4 eV
⟨S²⟩   6.0509
F_max   0.71 eV Å⁻¹